Entry 1:
56
Properties=species:S:1:pos:R:3:lowdin_charge:R:1 method="wB97M-V/def2-TZVPD" homo_lumo_gap_ev=8.2 lumo_ha=-0.1176 total_charge=+1 relative_energy_kcal_mol=424.4 e_homo_ev=-11.39 smiles="CCCCCCCCCCCCOC(=O)C[N+](C)(C)C"
C 9.400 1.830 -0.292 -0.1490
C 8.156 1.716 0.324 -0.3529
C 7.237 0.815 -0.388 -0.2470
C 5.781 0.582 0.312 -0.1752
C 4.829 -0.567 -0.503 -0.0946
C 3.395 -0.586 0.399 -0.1374
C 2.440 -1.629 -0.176 -0.3207
C 1.153 -1.590 0.231 -0.3115
C 0.201 -2.577 -0.452 -0.1515
C -1.016 -2.915 0.379 -0.0701
C -1.980 -1.434 0.654 0.0085
C -2.446 -0.861 -0.767 -0.2317
O -3.213 0.155 -0.530 0.0143
C -4.561 -0.067 -0.197 -0.2925
O -5.040 -1.235 -0.427 0.0661
C -5.224 1.255 0.082 -0.1150
N -6.562 1.365 -0.011 -0.3543
C -7.202 2.659 0.469 0.0369
C -7.176 0.381 1.287 0.2059
C -7.175 0.977 -1.278 0.0049
H 10.058 2.463 0.228 0.0659
H 9.968 0.797 -0.269 0.1382
H 9.260 2.251 -1.197 0.0468
H 8.182 1.461 1.313 0.0881
H 7.711 2.769 0.244 0.1498
H 7.427 -0.191 -0.325 0.0642
H 6.950 1.079 -1.447 0.1338
H 6.012 0.162 1.414 0.1329
H 5.273 1.688 0.248 0.1319
H 5.439 -1.435 -0.374 0.0911
H 4.734 -0.195 -1.346 -0.0104
H 3.554 -0.945 1.412 0.0942
H 2.867 0.546 0.288 0.1698
H 2.871 -2.410 -0.114 0.0171
H 2.281 -1.241 -1.352 0.1976
H 1.210 -1.806 1.480 0.1939
H 0.795 -0.697 0.539 0.0673
H 0.778 -3.534 -0.187 0.1610
H 0.028 -2.204 -1.352 0.0594
H -1.596 -3.398 -0.139 0.0119
H -0.796 -3.304 1.187 0.0244
H -1.406 -1.042 1.233 -0.0297
H -2.854 -2.007 1.178 0.1384
H -1.464 -0.713 -1.300 0.1565
H -2.849 -1.576 -1.275 0.0664
H -4.902 2.003 -0.885 0.2387
H -4.768 1.689 0.985 0.1757
H -6.833 2.955 1.218 -0.0278
H -8.378 2.695 0.555 0.1757
H -6.873 3.426 -0.368 0.1604
H -6.761 -0.505 0.654 0.1255
H -8.116 0.342 1.150 0.0323
H -6.712 0.462 2.076 0.0232
H -6.950 -0.231 -1.354 0.1711
H -8.265 0.779 -1.140 0.1256
H -6.873 1.594 -2.091 0.1060


Entry 2:
73
Properties=species:S:1:pos:R:3:lowdin_charge:R:1 method="wB97M-V/def2-TZVPD" homo_lumo_gap_ev=10.3 lumo_ha=0.0125 total_charge=0 relative_energy_kcal_mol=1.2 e_homo_ev=-9.95
O -1.900 -0.867 4.595 -0.3910
S -2.117 -0.484 3.222 0.8986
O -3.356 -1.372 2.661 -0.2551
O -0.929 -1.073 2.255 -0.3595
C 0.306 -1.404 2.912 -0.2322
C 0.334 -2.784 3.565 -0.1583
C -0.344 -3.855 2.713 -0.0738
C -0.652 -5.092 3.533 -0.4346
F 0.503 -5.579 4.061 0.1156
F -1.515 -4.765 4.517 0.1330
C -1.277 -6.243 2.674 -0.5704
F -2.259 -6.855 3.313 0.1834
F -1.768 -5.753 1.534 0.1552
F -0.369 -7.152 2.359 0.1798
H -3.040 -1.966 1.960 0.0625
H 0.638 -0.627 3.600 0.1205
H 1.047 -1.426 2.108 0.1258
H 1.378 -3.021 3.780 0.1266
H -0.166 -2.745 4.534 0.1089
H -1.303 -3.488 2.354 0.1123
H 0.300 -4.105 1.870 0.1460
O -2.806 -1.723 -1.613 -0.2318
P -2.489 -1.552 -3.053 0.5147
O -3.938 -1.036 -3.637 -0.2005
C -4.653 0.017 -3.004 -0.2894
C -4.230 1.384 -3.512 -0.0770
O -2.500 -3.046 -3.648 -0.1910
C -2.388 -4.187 -2.795 -0.2815
C -3.753 -4.732 -2.431 -0.0706
O -1.644 -0.995 -4.309 -0.1656
C -0.899 0.233 -4.240 -0.2605
C -0.257 0.463 -2.889 -0.0822
H -4.543 -0.038 -1.918 0.1051
H -5.707 -0.147 -3.231 0.1173
H -3.222 1.634 -3.169 0.0584
H -4.905 2.158 -3.143 0.0778
H -4.231 1.406 -4.602 0.0823
H -1.807 -3.952 -1.903 0.1008
H -1.827 -4.938 -3.355 0.1161
H -4.394 -3.947 -2.031 0.0742
H -3.665 -5.527 -1.688 0.0750
H -4.250 -5.134 -3.315 0.0774
H -1.548 1.068 -4.514 0.1026
H -0.129 0.171 -5.009 0.1209
H -1.012 0.566 -2.102 0.0717
H 0.341 1.374 -2.897 0.0778
H 0.388 -0.376 -2.619 0.0876
O 4.730 3.844 0.003 -0.2173
P 3.292 3.752 0.289 0.4538
O 3.069 3.053 1.726 -0.1811
C 3.856 3.442 2.853 -0.2751
C 3.247 4.621 3.588 -0.0719
O 2.725 2.592 -0.676 -0.1976
C 3.533 2.011 -1.697 -0.2857
C 4.201 0.745 -1.204 -0.0693
O 1.927 4.577 0.156 -0.1639
C 1.841 5.981 0.466 -0.2578
C 3.076 6.765 0.073 -0.0871
H 4.881 3.665 2.550 0.1105
H 3.894 2.577 3.514 0.1175
H 3.329 5.536 2.995 0.0601
H 3.762 4.793 4.533 0.0802
H 2.190 4.444 3.789 0.0842
H 4.267 2.723 -2.073 0.1066
H 2.864 1.772 -2.527 0.1030
H 4.734 0.922 -0.270 0.0759
H 4.907 0.365 -1.944 0.0780
H 3.455 -0.027 -1.007 0.0712
H 1.621 6.103 1.529 0.1056
H 0.978 6.361 -0.078 0.1192
H 3.955 6.432 0.632 0.0662
H 2.932 7.826 0.279 0.0839
H 3.291 6.640 -0.989 0.0878